# 1
{
  "formula": "C3H6N2O2",
  "method": "the ωB97M-V functional and the def2-TZVPD basis",
  "elements": ["C", "C", "C", "N", "N", "O", "O", "H", "H", "H", "H", "H", "H"],
  "positions_angstrom": [[0.65, -0.70, 1.08], [0.11, 1.32, -0.38], [-0.01, -0.18, -0.18], [0.13, -1.02, -1.28], [-1.15, 0.69, -0.03], [1.63, -1.48, 1.13], [0.25, -0.13, 2.28], [0.67, 1.99, 0.24], [0.04, 1.60, -1.42], [0.62, -1.92, -1.04], [-0.73, -1.29, -1.73], [-0.58, 0.37, 2.24], [-1.64, 0.74, -0.91]],
  "lowdin_charge": [-0.36, -0.08, -0.50, 0.10, 0.06, 0.08, 0.09, 0.10, 0.11, 0.11, 0.08, 0.10, 0.10],
  "lumo_energy_ha": 0.02890,
  "e_above_lowest_kcal_mol": 59.9,
  "spin_multiplicity": 1,
  "orbital_gap_ha": 0.36954,
  "homo_energy_ev": -9.27,
  "e_tot_ev": -10282.2009,
  "total_charge": 0
}

---

# 2
{
  "formula": "C4H13NO3",
  "method": "the ωB97M-V functional and the def2-TZVPD basis",
  "elements": ["C", "C", "C", "O", "N", "C", "O", "H", "H", "H", "H", "H", "H", "H", "H", "H", "H", "H", "H", "H", "O"],
  "positions_angstrom": [[0.07, 0.02, 1.15], [-0.43, -1.16, 0.28], [-1.01, -2.33, 1.11], [-1.49, -0.56, -0.43], [0.92, 1.02, 0.68], [0.19, 2.04, -0.18], [-0.30, 1.60, -1.41], [0.79, -0.43, 1.96], [-0.86, 0.37, 1.56], [0.27, -1.29, -0.63], [-0.47, -3.24, 1.06], [-2.03, -2.41, 0.83], [-1.03, -2.09, 2.21], [-2.27, -1.23, -0.56], [1.77, 0.71, 0.15], [-0.72, 2.44, 0.40], [0.95, 2.85, -0.39], [-1.12, 1.01, -1.50], [1.97, 1.64, -2.20], [2.28, 0.06, -2.19], [2.50, 0.98, -1.90]],
  "lowdin_charge": [-0.26, -0.40, -0.02, -0.14, -0.06, -0.27, -0.12, 0.15, 0.11, 0.16, 0.06, 0.05, 0.10, 0.14, 0.11, 0.13, 0.13, 0.10, -0.03, 0.07, -0.03],
  "lumo_energy_ha": 0.02418,
  "e_above_lowest_kcal_mol": 71.2,
  "spin_multiplicity": 1,
  "orbital_gap_ha": 0.33959,
  "homo_energy_ev": -8.58,
  "e_tot_ev": -11989.3852,
  "total_charge": 0
}

---

# 3
{
  "formula": "C4H17GaN2O5P3",
  "method": "the ωB97M-V functional and the def2-TZVPD basis",
  "elements": ["N", "P", "Ga", "N", "P", "P", "O", "O", "O", "H", "H", "H", "H", "H", "H", "H", "H", "H", "O", "C", "O", "C", "C", "C", "H", "H", "H", "H", "H", "H", "H", "H"],
  "positions_angstrom": [[1.39, 0.35, 2.56], [2.05, -1.14, 2.43], [0.36, -2.60, 1.59], [-0.36, -3.64, 3.08], [-1.31, -1.15, 0.72], [-2.71, -0.75, 2.34], [-3.74, -1.84, 2.42], [-1.86, -0.61, 3.76], [-3.47, 0.72, 2.10], [1.92, 0.99, 1.99], [2.51, -1.56, 3.73], [3.22, -1.15, 1.61], [0.94, -3.55, 0.43], [-0.75, -3.02, 3.78], [0.40, -4.12, 3.55], [-2.04, -1.81, -0.32], [-1.03, -0.15, 3.60], [-2.99, 1.42, 2.52], [1.11, -0.27, -1.12], [0.84, 0.67, -1.80], [-0.08, 0.54, -2.77], [-0.61, 1.64, -3.50], [0.27, 2.01, -4.68], [1.56, 1.99, -1.63], [-0.81, 2.49, -2.85], [-1.58, 1.31, -3.87], [1.26, 2.34, -4.34], [-0.18, 2.82, -5.26], [0.42, 1.15, -5.32], [2.49, 1.95, -2.19], [1.78, 2.12, -0.57], [0.98, 2.85, -1.94]],
  "lowdin_charge": [-0.45, 0.48, -0.02, -0.19, 0.53, 0.24, -0.41, -0.23, -0.23, -0.11, -0.09, -0.08, -0.12, -0.07, -0.07, -0.14, 0.02, 0.04, 0.05, -0.55, -0.01, -0.24, -0.07, 0.01, 0.11, 0.12, 0.06, 0.08, 0.08, 0.09, 0.08, 0.07],
  "lumo_energy_ha": 0.09489,
  "e_above_lowest_kcal_mol": 22.8,
  "spin_multiplicity": 1,
  "orbital_gap_ha": 0.24140,
  "homo_energy_ev": -3.99,
  "e_tot_ev": -97886.7400,
  "total_charge": -1
}

---

# 4
{
  "formula": "C22H39N3O4",
  "method": "the ωB97M-V functional and the def2-TZVPD basis",
  "elements": ["C", "C", "H", "H", "O", "C", "O", "N", "C", "H", "C", "H", "H", "C", "N", "C", "O", "C", "N", "C", "O", "C", "C", "C", "C", "C", "H", "H", "H", "C", "C", "H", "H", "H", "H", "H", "H", "H", "H", "H", "H", "H", "H", "C", "C", "H", "H", "H", "C", "C", "H", "H", "H", "H", "H", "H", "H", "C", "H", "C", "H", "H", "H", "H", "H", "H", "H", "H"],
  "positions_angstrom": [[2.83, -6.91, 2.44], [2.07, -6.72, 1.13], [2.60, -7.17, 0.30], [1.06, -7.14, 1.22], [1.96, -5.34, 0.79], [0.97, -4.65, 1.41], [0.16, -5.16, 2.15], [1.00, -3.33, 1.11], [1.86, -2.74, 0.11], [2.30, -1.84, 0.53], [1.04, -2.38, -1.13], [0.63, -3.29, -1.58], [1.67, -1.89, -1.87], [-0.12, -1.45, -0.76], [0.40, -0.15, -0.34], [0.70, 0.81, -1.23], [0.60, 0.68, -2.43], [1.14, 2.12, -0.54], [-0.08, 2.82, -0.17], [-0.80, 2.47, 0.92], [-0.39, 1.61, 1.69], [-2.10, 3.22, 1.18], [-2.70, 3.97, -0.02], [-3.17, 3.01, -1.11], [-4.19, 2.02, -0.56], [-4.64, 1.04, -1.64], [-3.79, 0.48, -2.02], [-5.37, 0.34, -1.25], [-5.09, 1.58, -2.47], [-3.58, 1.27, 0.63], [-3.13, 2.23, 1.72], [-2.68, 1.66, 2.55], [-3.99, 2.77, 2.11], [-2.72, 0.69, 0.27], [-4.30, 0.56, 1.03], [-5.07, 2.57, -0.20], [-2.33, 2.45, -1.52], [-3.62, 3.58, -1.92], [-1.99, 4.70, -0.42], [-3.56, 4.53, 0.35], [-1.86, 3.94, 1.97], [-0.47, 3.44, -0.86], [1.66, 1.88, 0.39], [2.01, 3.00, -1.44], [2.41, 4.27, -0.70], [3.02, 4.91, -1.35], [3.00, 4.03, 0.19], [1.54, 4.84, -0.39], [3.23, 2.23, -1.97], [4.09, 1.56, -0.90], [3.54, 0.76, -0.41], [4.98, 1.14, -1.35], [4.41, 2.28, -0.14], [3.85, 2.94, -2.53], [2.88, 1.47, -2.67], [1.41, 3.27, -2.32], [0.33, 0.10, 0.64], [-0.96, -2.06, 0.36], [-1.47, -2.95, -0.03], [-0.08, -2.48, 1.55], [0.34, -1.60, 2.04], [-0.67, -3.03, 2.28], [-1.71, -1.36, 0.70], [-0.74, -1.28, -1.65], [2.65, -3.44, -0.14], [3.81, -6.45, 2.38], [2.27, -6.46, 3.26], [2.95, -7.97, 2.64]],
  "lowdin_charge": [-0.06, -0.22, 0.12, 0.12, -0.02, -0.54, 0.09, -0.03, -0.13, 0.12, -0.10, 0.12, 0.12, -0.30, 0.12, -0.44, 0.07, -0.20, 0.14, -0.44, 0.05, -0.22, -0.16, -0.17, -0.38, -0.07, 0.08, 0.08, 0.08, -0.16, -0.15, 0.11, 0.12, 0.10, 0.12, 0.14, 0.11, 0.12, 0.11, 0.12, 0.16, 0.13, 0.15, -0.33, -0.06, 0.08, 0.08, 0.07, -0.21, -0.09, 0.06, 0.07, 0.07, 0.11, 0.10, 0.14, 0.11, -0.10, 0.13, -0.12, 0.13, 0.13, 0.11, 0.15, 0.12, 0.08, 0.07, 0.08],
  "lumo_energy_ha": 0.02611,
  "e_above_lowest_kcal_mol": 1.3,
  "spin_multiplicity": 1,
  "orbital_gap_ha": 0.35741,
  "homo_energy_ev": -9.02,
  "e_tot_ev": -36110.5750,
  "total_charge": 0
}